The molecule C2H9N3O2 in a non-equilibrium geometry, computed with ωB97M-V with the def2-TZVPD basis set.

Its orbital gap is 0.352 Ha. The HOMO energy comes out at -8.69 eV. The value obtained for the energy relative to the best compared isomer or geometry (same formula, charge and spin) is 256.2 kJ/mol.

ORCA input file:
```
! RIJCOSX wB97M-V def2-TZVPD def2/J DEFGRID3
* xyz 0 1
N -0.112 0.121 2.158
C -0.861 0.049 0.920
C -0.063 -0.532 -0.413
N -0.760 -0.313 -1.636
O 0.102 -1.877 -0.165
O 1.198 0.094 -0.451
N 1.092 1.455 -0.910
H 0.094 -0.823 2.476
H 0.774 0.588 1.990
H -1.789 -0.505 1.073
H -1.146 1.066 0.637
H -1.504 0.373 -1.564
H -1.052 -1.182 -2.048
H 0.946 -1.789 0.395
H 1.929 1.893 -0.537
H 1.152 1.383 -1.925
*
```